Entry 1:
Entry from the Open Molecules 2025 dataset: C44H44AsF3N8NiS as an isolated structure (ωB97M-V/def2-TZVPD).

Its charge is 0. The calculation puts the HOMO energy (spin up / spin down) at -6.8 / -6.2 eV. The calculation puts the total energy at -179131.152 eV. Its molecular weight is 907.57 Da. As for the spin multiplicity: 3. As for the frontier orbital gap (spin up / spin down): 0.273 / 0.213 Ha.

Last column: Löwdin charge in e.
Atoms and positions in Å:
Ni -0.88903 -0.14501 -0.57079  0.10
F -5.61036 -1.12734 3.09378  0.11
C -5.34425 -1.21270 1.76857  -0.59
F -6.54935 -1.12149 1.14492  0.12
F -4.88365 -2.43299 1.53736  0.12
C -4.45681 -0.07672 1.33028  -0.13
C -5.04434 1.17704 1.40421  -0.01
C -4.35385 2.30538 0.99315  -0.06
C -3.07187 2.11706 0.51808  -0.15
N -2.47679 0.93107 0.45304  -0.02
C -3.13128 -0.20133 0.85127  -0.69
S -2.20500 -1.64801 0.68836  0.68
H -6.05695 1.26437 1.78186  0.13
H -4.79160 3.29240 1.05239  0.10
H -2.47789 2.96625 0.18782  0.10
N 2.55006 0.59558 0.04970  0.21
C 2.40542 0.37070 -1.25410  -0.40
N 3.40602 0.45424 -2.06844  0.17
C 3.11637 0.19541 -3.39248  -0.49
N 4.17436 0.40681 -4.21966  0.16
N 1.99186 -0.18694 -3.89886  0.17
C 0.88570 -0.31463 -3.05419  -0.31
N 1.07532 -0.02034 -1.58542  0.10
C -1.49483 -1.25265 -3.50385  -0.18
C -2.24414 -1.63660 -4.61326  0.00
C -3.59609 -1.34255 -4.66003  -0.05
C -4.16911 -0.66957 -3.59586  -0.05
C -3.35964 -0.34572 -2.52132  -0.11
N -2.06178 -0.63690 -2.46214  0.10
H 3.46773 0.75314 0.42808  0.12
H 1.75035 0.46273 0.65207  0.01
H 5.07942 0.48518 -3.79211  0.09
H 4.10612 0.04459 -5.15433  0.10
H -1.77200 -2.17330 -5.42349  0.11
H -4.19173 -1.64348 -5.51358  0.11
H -5.21935 -0.41090 -3.58075  0.11
H -3.77782 0.17007 -1.66464  0.10
C -3.95156 0.85476 4.90106  -0.09
C -3.54987 -0.44175 4.60794  -0.09
C -2.34481 -0.67153 3.95715  -0.13
C -1.52368 0.39516 3.59524  -0.38
C -1.93854 1.69218 3.88372  -0.11
C -3.14236 1.92225 4.53800  -0.09
As 0.07619 0.08185 2.50971  1.33
C 1.31669 1.33272 3.39776  -0.38
C 1.25837 2.65446 2.94936  -0.15
C 2.11010 3.62408 3.46034  -0.09
C 3.05953 3.27734 4.41282  -0.10
C 3.15521 1.95904 4.83715  -0.09
C 2.29164 0.99282 4.33266  -0.10
C 0.64468 -1.62615 3.25218  -0.40
C 1.01799 -2.61362 2.34486  -0.13
C 1.40386 -3.87295 2.78847  -0.08
C 1.41229 -4.15322 4.14714  -0.09
C 1.03012 -3.17617 5.06067  -0.08
C 0.64302 -1.92034 4.61505  -0.13
H -4.89538 1.03230 5.40290  0.10
H -4.18350 -1.27989 4.87183  0.10
H -2.06105 -1.68406 3.70511  0.09
H -1.32099 2.53679 3.60243  0.09
H -3.44943 2.93839 4.75666  0.10
H 0.54640 2.92454 2.17453  0.09
H 2.04204 4.64608 3.10668  0.10
H 3.72935 4.02851 4.81279  0.10
H 3.90620 1.67868 5.56614  0.10
H 2.39170 -0.03065 4.66830  0.09
H 0.98989 -2.39690 1.28126  0.08
H 1.68491 -4.63666 2.07296  0.10
H 1.70489 -5.13588 4.49657  0.10
H 1.02581 -3.39744 6.12104  0.10
H 0.31999 -1.17309 5.32996  0.11
C 1.63433 -3.77274 -6.21423  -0.05
C 1.12092 -3.33769 -4.86145  -0.27
C 1.28823 -4.18048 -3.73913  0.02
C 0.79211 -3.81114 -2.46409  -0.26
C 0.95614 -4.74506 -1.28711  -0.05
C 0.16261 -2.62171 -2.30357  0.03
C 0.00524 -1.59904 -3.40571  -0.23
C 0.51433 -2.13362 -4.71795  -0.03
N 0.24512 0.83108 -2.48392  0.05
C 0.42014 2.28262 -2.75262  -0.54
C -0.81299 2.58694 -3.61107  -0.03
C 0.32144 3.00060 -1.40022  -0.03
C 1.67657 2.76060 -3.48798  -0.04
H 2.07930 -4.76715 -6.16585  0.07
H 2.39257 -3.08059 -6.58706  0.08
H 0.82672 -3.80243 -6.94813  0.08
H 1.78230 -5.13901 -3.86179  0.11
H 1.12499 -5.77152 -1.61524  0.07
H 0.07284 -4.72670 -0.64593  0.08
H 1.81539 -4.44496 -0.68025  0.08
H -0.27832 -2.36691 -1.35004  0.06
H 0.42077 -1.47446 -5.57392  0.13
H -1.72872 2.44333 -3.03409  0.08
H -0.84654 1.91985 -4.47797  0.09
H -0.76895 3.61621 -3.97007  0.09
H -0.38057 2.48050 -0.74382  0.05
H -0.03119 4.02323 -1.54852  0.09
H 1.29281 3.04017 -0.89911  0.08
H 1.76453 2.30744 -4.47498  0.08
H 2.59184 2.57416 -2.92732  0.07
H 1.58583 3.84222 -3.61499  0.09


Entry 2:
Entry from the Open Molecules 2025 dataset: C44H44BBrF4N5O7SSb2Tl as an isolated structure (ωB97M-V/def2-TZVPD).

Its charge is -2. The calculation puts the HOMO energy at -3.2 eV. The calculation puts the total energy at -178323.003 eV. Its molecular weight is 1401.54 Da. For the energy above the lowest of the compared OMol25 structures with the same formula, charge and spin, the calculation gives 0.871 eV. As for the frontier orbital gap: 0.247 Ha.

Last column: Löwdin charge in e.
Atoms and positions in Å:
Tl 0.93436 -0.16429 1.85406  0.93
C -1.29944 -2.13137 -2.37549  -0.36
C -2.52741 -2.04633 -1.45909  -0.39
C -2.16846 -2.39027 -0.02112  -0.40
Sb -3.55779 -1.93835 1.56300  1.49
C -5.21274 -1.21643 0.27694  -0.38
C -5.72387 0.07865 0.38966  -0.13
C -6.82617 0.49154 -0.35066  -0.11
C -7.44730 -0.38694 -1.22791  -0.12
C -6.96461 -1.68255 -1.34767  -0.12
C -5.86816 -2.08707 -0.59664  -0.16
C -2.88534 0.09026 1.81737  -0.41
C -2.94530 0.69191 3.07200  -0.14
C -2.48382 1.98785 3.26421  -0.09
C -1.95337 2.70511 2.19921  -0.10
C -1.89513 2.12257 0.94168  -0.10
C -2.36263 0.82611 0.75734  -0.16
Sb 0.21230 -0.65656 -1.83440  1.47
C 1.76462 -1.29462 -3.18600  -0.36
C 2.83365 -0.43771 -3.44708  -0.15
C 3.90802 -0.85156 -4.22295  -0.10
C 3.93621 -2.14030 -4.73773  -0.11
C 2.88988 -3.00979 -4.46444  -0.09
C 1.81505 -2.59305 -3.68909  -0.12
C -0.63319 0.83759 -3.21324  -0.34
C -2.01193 0.87712 -3.42569  -0.13
C -2.60982 1.88785 -4.17183  -0.10
C -1.83342 2.89225 -4.72843  -0.12
C -0.45674 2.86444 -4.54066  -0.11
C 0.13077 1.85320 -3.79146  -0.17
H -1.56803 -2.00161 -3.42672  0.06
H -0.82531 -3.10257 -2.25344  0.04
H -3.30308 -2.72609 -1.82740  0.10
H -2.96707 -1.04736 -1.50224  0.05
H -1.28747 -1.83380 0.29609  -0.02
H -1.90091 -3.44390 0.06976  0.06
H -5.24721 0.78419 1.05998  0.08
H -7.19989 1.50367 -0.24239  0.09
H -8.30320 -0.06502 -1.80982  0.09
H -7.44644 -2.37815 -2.02586  0.09
H -5.51194 -3.10844 -0.69970  0.09
H -3.32454 0.12700 3.91588  0.10
H -2.51868 2.42727 4.25433  0.10
H -1.57452 3.70958 2.34982  0.09
H -1.46777 2.66429 0.10555  0.08
H -2.31432 0.39403 -0.23603  0.07
H 2.84587 0.56336 -3.02635  0.06
H 4.72979 -0.16977 -4.40859  0.10
H 4.78143 -2.47384 -5.32808  0.09
H 2.91429 -4.02477 -4.84306  0.10
H 1.02629 -3.29579 -3.45839  0.08
H -2.64424 0.10644 -3.00655  0.07
H -3.68492 1.88657 -4.31046  0.10
H -2.29252 3.68491 -5.30773  0.09
H 0.16669 3.63925 -4.97361  0.09
H 1.20333 1.86898 -3.65758  0.05
O 0.72756 -1.81032 3.97793  -0.10
C -0.15184 -2.46917 3.38511  -0.73
O -1.27750 -2.03641 3.02503  -0.18
C 0.21008 -3.89517 2.99887  -0.05
C 0.08728 -4.93032 3.86166  0.05
C 0.39967 -6.24969 3.44694  -0.17
C 0.77185 -6.49626 2.14990  0.06
C 0.90502 -5.45502 1.24556  -0.07
C 0.72247 -4.06272 1.64032  -0.32
O 1.00951 -3.07013 0.94567  -0.08
N 1.21379 -5.83053 -0.10642  -0.36
O 1.17842 -4.98765 -0.98638  0.05
O 1.49728 -7.00478 -0.34041  0.01
N 0.28964 -7.33888 4.36719  -0.38
O -0.10489 -7.10522 5.50456  0.02
O 0.58783 -8.47027 3.99407  0.02
H -0.26471 -4.76772 4.87099  0.13
H 0.95139 -7.50876 1.82456  0.12
C 2.41025 5.65937 2.83952  -0.07
C 1.62896 5.69316 1.53714  -0.24
N 1.95130 4.51550 0.74347  0.03
C 1.26889 3.92099 -0.24430  -0.80
S 1.74863 2.40284 -0.79718  0.61
N 0.14916 4.45621 -0.80867  -0.01
C -0.32253 5.83086 -0.87397  -0.24
C -1.63013 6.04259 -0.11540  -0.09
H 2.17299 6.54149 3.43618  0.07
H 3.48246 5.64040 2.64547  0.08
H 2.17636 4.76515 3.41542  0.08
H 1.88413 6.60600 0.99014  0.10
H 0.55891 5.71794 1.75037  0.10
H 2.71915 3.94097 1.09266  0.09
H -0.21342 3.83861 -1.52071  0.09
H -0.47839 6.07965 -1.92698  0.11
H 0.44480 6.49829 -0.50349  0.09
H -2.42710 5.44085 -0.55465  0.07
H -1.92821 7.09295 -0.15536  0.07
H -1.52294 5.74904 0.92842  0.05
F 3.95229 3.03158 4.16552  0.09
B 4.25519 2.28105 3.01698  -1.26
F 3.19886 1.37896 2.75151  0.01
F 5.45547 1.58952 3.18246  0.11
F 4.37886 3.17499 1.90822  0.06
Br 6.00540 -3.47154 2.94495  0.71
C 5.29468 -2.10775 1.83744  -0.66
C 6.13690 -1.17709 1.25928  -0.12
C 5.57243 -0.21996 0.43518  -0.05
C 4.20199 -0.23642 0.23734  -0.14
N 3.39759 -1.12251 0.81894  0.02
C 3.93136 -2.04912 1.60881  -0.17
H 7.19794 -1.19288 1.46674  0.10
H 6.18047 0.55100 -0.01725  0.11
H 3.72337 0.51034 -0.38334  0.05
H 3.24721 -2.75161 2.07267  0.10


Going through the records in order, we get maximum force values of 0.480 0.587 eV Å⁻¹.